(1)
{"formula": "C31H29IrN2O2PSSbSe4", "method": "the ωB97M-V functional and the def2-TZVPD basis", "symbols": ["Ir", "Sb", "Se", "Se", "Se", "Se", "S", "P", "O", "O", "N", "N", "C", "C", "C", "C", "C", "C", "C", "C", "C", "C", "C", "C", "C", "C", "C", "C", "C", "C", "C", "C", "C", "C", "C", "C", "C", "C", "C", "C", "C", "C", "C", "H", "H", "H", "H", "H", "H", "H", "H", "H", "H", "H", "H", "H", "H", "H", "H", "H", "H", "H", "H", "H", "H", "H", "H", "H", "H", "H", "H", "H"], "positions_angstrom": [[0.185660, 0.087297, -0.298083], [0.024276, 2.894572, -2.415060], [0.412413, 2.596894, 0.118856], [-2.392189, 3.162401, -2.546709], [0.156007, -0.113163, -2.687515], [1.089049, 5.055827, -2.962496], [-1.579205, -3.298122, -0.476325], [2.448429, 0.060138, -0.239252], [-0.688546, -2.247457, 0.156155], [-1.175690, -0.310272, 2.249531], [-1.984489, 0.489077, -0.391492], [0.109500, -0.052939, 1.774940], [5.127610, 0.287202, 2.809450], [3.109602, 0.223020, 1.462985], [3.329511, 1.382049, -1.128804], [3.536288, -3.839831, -0.160712], [2.994140, 0.648035, 3.831837], [4.368236, 0.575343, 3.934353], [3.268723, -1.501087, -0.719334], [-2.361855, -5.681629, 0.602259], [0.882044, 0.328277, 2.703577], [0.070911, -6.158893, 1.862607], [4.496540, 0.131216, 1.587171], [-1.451104, -4.725482, -2.808896], [3.816929, 2.496239, -3.216324], [4.132083, -1.663929, -1.795268], [-0.963345, -7.084380, 1.961823], [4.378346, 3.559601, -2.528239], [-0.101774, -4.998822, 1.125987], [2.965192, -2.603201, 0.087553], [0.465399, -4.756965, -4.260490], [4.398983, -3.997380, -1.239862], [-0.830393, -5.167781, -3.964919], [2.337989, 0.442359, 2.613111], [-2.179076, -6.845414, 1.336694], [0.535942, -3.472738, -2.230082], [4.412520, 3.538399, -1.142789], [4.691731, -2.912511, -2.051469], [-0.750278, -3.889052, -1.950894], [-1.314701, -4.779400, 0.494999], [1.145702, -3.908670, -3.399423], [3.282723, 1.419515, -2.525529], [3.891556, 2.460866, -0.445396], [3.768815, 2.515421, -4.297466], [0.687669, -4.260603, 1.043261], [-0.817027, -7.994281, 2.528833], [3.906967, 2.471761, 0.634615], [2.147101, -3.571866, -3.632641], [-3.311400, -5.471611, 0.122382], [0.940887, -5.091939, -5.173649], [2.398788, 0.860920, 4.712777], [-2.182047, 0.980529, -1.275941], [1.044821, -2.804378, -1.552558], [5.360854, -3.030956, -2.895334], [4.756058, 4.417013, -3.067915], [4.848042, 0.729053, 4.892398], [-1.453174, -1.049733, 1.681769], [3.309530, -4.683451, 0.480650], [-2.622534, -0.299417, -0.340659], [2.801731, 0.620029, -3.071023], [4.842235, -4.963884, -1.443964], [6.204701, 0.204829, 2.878445], [4.382912, -0.823167, -2.426184], [-2.235350, 1.141764, 0.345227], [-1.359147, -5.826143, -4.641550], [2.272908, -2.471958, 0.914587], [1.011827, -6.341661, 2.365906], [4.815944, 4.383059, -0.599013], [-2.988142, -7.557824, 1.430537], [0.439191, 0.480311, 3.683772], [5.086215, -0.055178, 0.697514], [-2.469064, -5.023350, -2.582607]], "atomic_forces_ev_per_a": [[0.334, 0.632, 1.589], [-0.892, 0.566, 0.080], [0.036, -1.546, -0.758], [0.395, -0.329, -0.156], [0.182, 1.771, -0.673], [-0.054, -1.135, -0.036], [0.273, -0.216, -0.137], [-0.134, 0.034, -0.205], [0.073, 0.020, -0.018], [-0.084, -0.025, 0.243], [0.279, -0.129, -0.090], [-0.641, 0.228, -0.058], [-0.035, 0.052, -0.050], [0.045, -0.040, -0.066], [-0.200, 0.115, -0.064], [-0.044, 0.018, 0.010], [-0.201, 0.043, 0.059], [0.102, -0.003, 0.056], [-0.224, -0.177, 0.110], [-0.020, 0.062, -0.015], [0.364, 0.036, 0.330], [-0.041, -0.025, 0.006], [-0.094, -0.022, 0.064], [-0.063, 0.005, 0.012], [0.116, -0.048, -0.040], [0.015, -0.035, 0.078], [0.018, 0.033, -0.054], [-0.005, -0.059, 0.050], [0.117, 0.099, 0.005], [0.109, 0.054, -0.054], [0.035, 0.031, 0.030], [0.006, 0.033, 0.010], [0.018, -0.026, 0.011], [0.181, 0.149, -0.244], [0.048, -0.036, 0.013], [0.015, 0.044, 0.045], [0.051, 0.028, -0.004], [-0.016, 0.014, -0.053], [-0.054, 0.159, -0.115], [-0.244, 0.023, 0.137], [-0.051, -0.076, -0.004], [0.155, -0.073, 0.015], [0.046, -0.103, -0.053], [-0.039, 0.004, 0.020], [-0.036, -0.030, -0.024], [-0.023, 0.019, 0.025], [-0.040, 0.076, 0.012], [-0.011, 0.004, 0.007], [0.018, -0.025, 0.031], [-0.019, 0.003, 0.015], [0.027, -0.072, -0.004], [0.010, 0.079, 0.013], [0.015, 0.040, -0.035], [-0.005, -0.001, 0.035], [-0.006, -0.001, -0.004], [-0.024, 0.004, -0.016], [0.065, -0.002, -0.091], [-0.013, 0.014, -0.026], [0.086, -0.083, -0.027], [-0.015, 0.006, -0.012], [-0.005, 0.016, 0.005], [-0.021, 0.015, -0.002], [0.016, -0.007, 0.000], [0.013, 0.059, 0.024], [-0.008, 0.026, 0.002], [0.033, -0.050, 0.019], [-0.010, -0.007, -0.020], [0.006, -0.031, 0.006], [0.011, 0.009, -0.017], [0.011, -0.217, 0.045], [0.028, -0.004, 0.029], [0.020, 0.008, -0.017]], "lumo_ha": [-0.0464, -0.0465], "orbital_gap_ev": [5.28, 5.28], "fmax_ev_per_a": 1.9, "e_homo_ev": [-6.5441, -6.5453], "relative_energy_kcal_mol": 37.1}

***

(2)
{"formula": "C5H10O2", "method": "the ωB97M-V functional and the def2-TZVPD basis", "symbols": ["O", "O", "C", "C", "C", "C", "C", "H", "H", "H", "H", "H", "H", "H", "H", "H", "H"], "positions_angstrom": [[-0.317638, 0.907543, 0.336697], [0.100019, -2.614620, -0.534662], [0.248406, -1.256167, -0.605184], [-0.247381, -0.446582, 0.331208], [-1.022442, -3.032678, 0.218742], [0.780743, 1.614579, -0.196489], [0.489526, 3.076860, 0.055870], [1.693016, 1.277555, 0.315199], [0.899458, 1.411975, -1.271028], [-1.934930, -2.562339, -0.174929], [-1.074160, -4.115985, 0.130180], [0.783836, -0.937462, -1.497171], [-0.946811, -2.775320, 1.283650], [-0.672723, -0.859209, 1.235318], [1.316997, 3.705511, -0.281346], [-0.423196, 3.369342, -0.472345], [0.327279, 3.236996, 1.126292]], "atomic_forces_ev_per_a": [[0.028, 0.025, 0.103], [0.033, 0.007, -0.008], [-0.009, 0.299, 0.099], [-0.069, -0.278, 0.016], [-0.152, -0.198, 0.142], [0.229, 0.190, -0.156], [0.032, 0.068, -0.013], [-0.043, 0.094, -0.106], [-0.049, 0.045, 0.123], [0.142, -0.130, 0.057], [-0.023, 0.049, -0.064], [-0.131, -0.045, 0.206], [0.113, -0.182, -0.180], [-0.245, 0.064, -0.139], [-0.087, -0.033, 0.026], [0.157, 0.001, 0.053], [0.073, 0.023, -0.159]], "lumo_ha": 0.0380, "orbital_gap_ev": 9.34, "smiles": "CCO/C=C/OC", "fmax_ev_per_a": 0.3, "e_homo_ev": -8.3046, "relative_energy_kcal_mol": 64.1}

***

(3)
{"formula": "C7H15OP", "method": "the ωB97M-V functional and the def2-TZVPD basis", "symbols": ["P", "O", "C", "C", "C", "C", "C", "C", "C", "H", "H", "H", "H", "H", "H", "H", "H", "H", "H", "H", "H", "H", "H", "H"], "positions_angstrom": [[-2.029753, -0.200584, -0.648193], [-1.288370, -1.545570, 0.019775], [0.062987, -1.031858, 0.113874], [0.153019, 1.605358, 0.252881], [0.492006, -0.969423, 1.577992], [0.419283, 0.627090, -2.183140], [-2.796645, 0.597532, 0.861923], [1.010206, -1.957618, -0.655522], [-0.243503, 0.356048, -0.496396], [-3.818024, 0.228522, 0.951538], [-2.830644, 1.676495, 0.720649], [-0.214415, 1.610937, 1.275758], [-0.249509, 2.479425, -0.256294], [0.140529, -0.226519, -2.786719], [1.238559, 1.695070, 0.280936], [1.472176, -0.500285, 1.656968], [-2.260656, 0.352273, 1.775673], [1.489847, 0.751092, -2.096067], [-0.220412, -0.407169, 2.176656], [-0.065597, 1.529957, -2.533370], [0.540193, -1.978367, 1.983447], [0.418597, -2.736380, -1.130465], [1.565243, -1.427825, -1.419907], [1.719562, -2.435794, 0.017730]], "atomic_forces_ev_per_a": [[0.489, 0.441, 0.742], [-0.379, -0.631, 0.003], [0.186, 0.013, 0.214], [-0.140, -0.199, -0.009], [-0.296, 0.018, -0.146], [-1.610, -0.804, 3.508], [0.089, -0.413, -0.476], [-0.089, 0.060, 0.097], [1.075, 1.043, -3.703], [-0.050, 0.052, 0.016], [-0.021, 0.122, -0.008], [-0.025, 0.066, 0.111], [0.030, 0.110, 0.009], [0.064, -0.067, -0.190], [0.097, 0.095, 0.034], [0.073, -0.023, 0.050], [0.086, 0.057, 0.015], [0.202, 0.010, -0.052], [0.014, 0.060, 0.043], [-0.028, 0.108, -0.063], [0.060, -0.071, -0.011], [-0.007, -0.031, -0.092], [0.131, 0.022, -0.085], [0.048, -0.039, -0.007]], "lumo_ha": 0.0337, "orbital_gap_ev": 9.42, "fmax_ev_per_a": 4.0, "e_homo_ev": -8.5032, "relative_energy_kcal_mol": 0.0}

***

(4)
{"formula": "Cl2HO3P", "method": "the ωB97M-V functional and the def2-TZVPD basis", "symbols": ["Cl", "Cl", "P", "O", "O", "O", "H"], "positions_angstrom": [[-1.067780, -2.831077, -2.189883], [1.898473, -3.188577, -1.205395], [0.535081, -1.803047, -1.594673], [-0.766737, -0.878262, 0.550218], [1.015308, -0.829619, -2.566064], [-0.685140, -0.051340, 1.608027], [-1.057187, -0.310642, -0.179927]], "atomic_forces_ev_per_a": [[-0.679, -0.397, -0.175], [0.529, -0.703, 0.322], [0.392, 0.077, 0.088], [-0.133, 0.649, 1.367], [0.097, 0.805, -0.573], [0.024, -0.720, -0.872], [-0.229, 0.289, -0.158]], "lumo_ha": [-0.0897, -0.0538], "orbital_gap_ev": [9.32, 8.16], "fmax_ev_per_a": 1.5, "e_homo_ev": [-11.7654, -9.6216], "relative_energy_kcal_mol": 16.3}